The following is a DFT calculation (the ωB97M-V functional and the def2-TZVPD basis) of C26H35N7O4 in the gas phase in a non-equilibrium geometry.

Last column: Mulliken charge in e.
Positions of all 72 atoms, in Å:
H (2.563, -0.394, -0.442)  -0.517
N (1.652, -0.336, -0.891)  -0.187
C (0.670, -0.732, -0.175)  -0.920
C (0.705, -1.200, 1.207)  1.773
C (1.999, -1.175, 1.951)  -0.124
O (2.447, -2.144, 2.529)  -0.665
N (2.601, 0.041, 1.967)  0.011
C (3.959, 0.209, 2.422)  -1.210
C (4.908, 0.451, 1.239)  -0.882
N (4.655, -0.475, 0.149)  0.572
C (5.047, -1.845, 0.455)  -0.733
C (4.658, -2.747, -0.716)  -0.557
O (5.268, -2.334, -1.917)  -0.440
C (4.908, -1.005, -2.212)  -0.492
C (5.307, -0.056, -1.082)  -0.691
C (-0.404, -1.692, 1.805)  -1.223
C (-1.647, -1.698, 1.122)  0.617
C (-2.828, -2.186, 1.757)  0.072
O (-2.930, -2.632, 2.881)  -0.693
N (-4.007, -2.115, 0.928)  -0.005
C (-5.173, -2.579, 1.454)  -0.474
C (-6.328, -2.543, 0.747)  -0.672
C (-6.318, -2.010, -0.560)  -0.551
C (-5.161, -1.540, -1.107)  0.867
C (-5.082, -0.967, -2.483)  -1.230
C (-3.953, -1.593, -0.344)  0.139
N (-2.849, -1.140, -0.884)  -0.349
C (-1.702, -1.189, -0.185)  0.755
N (-0.585, -0.730, -0.789)  0.441
C (-0.648, -0.221, -2.147)  -1.293
C (-0.592, 1.307, -2.204)  -1.028
C (-1.782, 1.998, -1.519)  -0.503
N (-1.346, 2.928, -0.488)  -0.109
C (-2.377, 3.886, -0.129)  -0.499
C (-1.798, 4.890, 0.867)  -0.718
O (-1.325, 4.250, 2.029)  -0.408
C (-0.347, 3.295, 1.697)  -0.831
C (-0.889, 2.257, 0.715)  1.120
H (2.216, 0.786, 1.407)  0.225
H (4.020, 1.056, 3.112)  0.383
H (4.220, -0.703, 2.962)  0.546
H (4.734, 1.459, 0.851)  0.434
H (5.950, 0.399, 1.600)  0.358
H (4.523, -2.188, 1.346)  0.465
H (6.136, -1.915, 0.626)  0.340
H (4.991, -3.770, -0.535)  0.391
H (3.563, -2.735, -0.829)  0.210
H (5.431, -0.743, -3.134)  0.370
H (3.822, -0.935, -2.371)  0.221
H (4.981, 0.957, -1.331)  0.383
H (6.406, -0.060, -0.974)  0.384
H (-0.373, -2.069, 2.817)  0.576
H (-5.083, -2.965, 2.459)  0.477
H (-7.240, -2.917, 1.179)  0.417
H (-7.237, -1.978, -1.126)  0.430
H (-6.063, -0.941, -2.948)  0.393
H (-4.669, 0.038, -2.444)  0.200
H (-4.408, -1.566, -3.093)  0.314
H (-1.575, -0.585, -2.589)  0.477
H (0.219, -0.621, -2.677)  0.548
H (0.336, 1.641, -1.742)  0.485
H (-0.551, 1.594, -3.254)  0.393
H (-2.339, 2.580, -2.257)  0.556
H (-2.471, 1.242, -1.108)  0.189
H (-2.699, 4.416, -1.028)  0.384
H (-3.254, 3.390, 0.325)  0.329
H (-2.563, 5.595, 1.196)  0.368
H (-0.975, 5.439, 0.383)  0.358
H (-0.049, 2.821, 2.634)  0.357
H (0.523, 3.796, 1.243)  0.455
H (-0.093, 1.559, 0.457)  -0.723
H (-1.708, 1.692, 1.199)  -0.055

Properties
largest force on an atom: 1.05 eV Å⁻¹
relative energy (zero: lowest compared OMol25 entry of this formula, charge and spin): 0.0 kJ/mol

***

The following is a DFT calculation (the ωB97M-V functional and the def2-TZVPD basis) of a molecular structure, C26H35O2Sm in a non-equilibrium geometry.

Last column: Mulliken charge in e.
Positions of all 64 atoms, in Å:
O (0.881, -0.759, -4.680)  -0.147
C (1.293, 0.464, -5.366)  -0.027
C (1.363, 0.062, -6.780)  -1.122
H (2.222, 0.765, -4.943)  0.284
H (0.581, 1.255, -5.347)  0.156
C (1.004, -1.302, -6.075)  1.584
H (2.377, 0.150, -7.164)  0.274
H (0.591, 0.541, -7.429)  0.303
C (2.237, -2.124, -6.406)  -1.626
H (3.109, -1.468, -6.577)  0.407
H (2.003, -2.621, -7.356)  0.411
H (2.478, -2.867, -5.637)  0.270
C (-0.307, -1.998, -6.461)  -1.541
H (-1.145, -1.301, -6.612)  0.348
H (-0.558, -2.714, -5.650)  0.234
H (-0.128, -2.567, -7.379)  0.432
Sm (0.013, -0.595, -1.007)  0.891
C (-1.660, -1.337, 1.023)  -0.582
C (-1.700, 0.095, 1.127)  -0.407
C (-2.355, 0.608, -0.039)  -0.581
H (-1.356, 0.679, 1.983)  0.454
C (-2.776, -0.509, -0.841)  -0.640
C (-2.292, -1.708, -0.212)  -0.675
H (-2.421, -2.720, -0.605)  0.493
H (-1.260, -2.031, 1.770)  0.519
H (-2.576, 1.658, -0.259)  0.462
H (-3.406, -0.461, -1.699)  0.565
C (1.506, -2.282, 0.071)  -0.325
C (0.619, -3.001, -0.778)  -0.903
C (0.908, -2.639, -2.146)  -0.284
H (-0.116, -3.734, -0.459)  0.573
C (1.962, -1.707, -2.121)  -0.678
C (2.376, -1.512, -0.760)  -0.473
H (3.250, -0.944, -0.434)  0.555
H (1.542, -2.355, 1.149)  0.487
H (0.500, -3.098, -3.029)  0.537
H (2.409, -1.228, -2.978)  0.480
O (0.034, 2.767, -4.708)  -0.502
C (-1.345, 2.670, -4.043)  -0.151
C (-2.081, 3.740, -4.813)  -0.500
H (-1.257, 2.984, -2.998)  0.070
H (-1.735, 1.623, -4.029)  0.293
C (-1.113, 4.930, -4.626)  -0.698
H (-3.172, 3.879, -4.559)  0.334
H (-2.010, 3.391, -5.889)  0.263
C (0.258, 4.192, -4.610)  -0.564
H (-1.240, 5.306, -3.651)  0.305
H (-1.266, 5.662, -5.401)  0.366
H (0.835, 4.427, -3.687)  0.261
H (0.933, 4.467, -5.422)  0.360
C (1.323, 1.702, -0.075)  -1.514
C (1.343, 1.826, 1.375)  1.038
C (1.955, 0.843, 2.203)  -0.149
C (1.828, 0.923, 3.580)  -0.686
C (1.170, 1.996, 4.189)  -0.543
C (0.655, 3.025, 3.399)  -0.444
C (0.696, 2.927, 2.016)  -0.515
H (2.281, 1.434, -0.555)  0.378
H (0.757, 2.486, -0.597)  0.229
H (2.527, 0.041, 1.710)  0.254
H (2.248, 0.113, 4.166)  0.383
H (1.092, 2.035, 5.266)  0.386
H (0.179, 3.884, 3.861)  0.355
H (0.269, 3.715, 1.387)  0.284

Properties
largest force on an atom: 4.23 eV Å⁻¹
relative energy (zero: lowest compared OMol25 entry of this formula, charge and spin): 222.8 kJ/mol
spin multiplicity: 6

***

The following is a DFT calculation (the ωB97M-V functional and the def2-TZVPD basis) of a molecular structure, C26H36BrIN2OPZn.

Last column: Mulliken charge in e.
Positions of all 69 atoms, in Å:
Zn (0.173, 0.072, -0.384)  0.272
I (0.462, -3.886, -0.171)  0.072
C (-0.754, -2.928, 1.247)  -0.118
C (-1.375, -3.726, 2.207)  -0.578
C (-2.171, -3.092, 3.143)  -0.301
C (-2.312, -1.707, 3.101)  -0.949
C (-1.627, -1.010, 2.125)  -0.155
N (-0.863, -1.618, 1.207)  0.071
H (-1.224, -4.795, 2.206)  0.421
H (-2.670, -3.676, 3.906)  0.368
H (-2.916, -1.167, 3.816)  0.457
H (-1.655, 0.072, 2.080)  0.339
C (-2.648, -0.163, -2.249)  -1.193
C (-1.481, -1.082, -2.615)  0.362
C (-0.768, -0.559, -3.869)  -1.123
O (-0.598, -1.242, -1.573)  -0.597
H (-3.408, -0.142, -3.035)  0.581
H (-2.291, 0.856, -2.086)  0.021
H (-3.121, -0.505, -1.326)  0.193
H (-1.917, -2.072, -2.870)  0.236
H (-0.345, 0.424, -3.651)  0.116
H (-1.440, -0.469, -4.728)  0.440
H (0.050, -1.229, -4.137)  0.224
C (0.636, 4.315, -0.914)  -1.863
C (-0.400, 3.255, -1.355)  3.872
C (-0.815, 3.583, -2.804)  -1.970
C (0.273, 1.900, -1.320)  -1.706
C (-1.658, 3.377, -0.489)  -0.164
C (-2.261, 2.290, 0.133)  1.357
C (-3.411, 2.431, 0.898)  -1.664
C (-3.996, 3.675, 1.060)  -0.632
C (-3.418, 4.773, 0.438)  -0.922
C (-2.274, 4.621, -0.325)  -0.540
H (1.515, 4.235, -1.557)  0.489
H (0.954, 4.155, 0.114)  0.241
H (0.254, 5.335, -1.000)  0.424
H (0.064, 3.538, -3.450)  0.473
H (-1.251, 4.583, -2.886)  0.396
H (-1.544, 2.861, -3.171)  0.313
H (1.080, 1.954, -2.067)  0.496
H (-1.830, 1.308, 0.009)  0.095
H (-3.848, 1.557, 1.366)  0.473
H (-4.889, 3.791, 1.661)  0.392
H (-3.860, 5.757, 0.551)  0.364
H (-1.843, 5.495, -0.798)  0.297
C (3.854, -1.840, -0.021)  -1.359
P (2.666, -0.567, -0.583)  1.411
C (3.565, 0.963, -0.174)  -1.148
C (2.878, -0.679, -2.394)  -1.366
H (3.504, -2.832, -0.300)  0.305
H (3.939, -1.801, 1.066)  0.340
H (4.839, -1.665, -0.461)  0.420
H (2.951, 1.818, -0.458)  0.061
H (4.534, 1.010, -0.677)  0.485
H (3.706, 1.005, 0.907)  0.276
H (2.399, -1.592, -2.744)  0.239
H (3.929, -0.670, -2.697)  0.450
H (2.358, 0.157, -2.863)  0.271
Br (0.939, 4.202, 3.762)  -0.292
C (1.233, 2.392, 3.223)  -0.109
C (2.080, 1.584, 4.011)  -0.787
C (2.181, 0.254, 3.529)  -0.928
C (1.540, -0.135, 2.390)  -0.523
N (0.766, 0.684, 1.599)  0.941
C (0.620, 1.957, 2.091)  -0.449
H (2.563, 1.939, 4.904)  0.423
H (2.774, -0.480, 4.062)  0.399
H (1.624, -1.160, 2.052)  0.541
H (-0.010, 2.622, 1.522)  0.022

Properties
charge: -1
largest force on an atom: 0.59 eV Å⁻¹
relative energy (zero: lowest compared OMol25 entry of this formula, charge and spin): 66.8 kJ/mol

***

Which of these has the highest relative energy (zero: lowest compared OMol25 entry of this formula, charge and spin)?
C26H35O2Sm

***

What is the formula in the third record?
C26H36BrIN2OPZn

***

What is the formula in the second record?
C26H35O2Sm

***

Which of these has the highest relative energy (zero: lowest compared OMol25 entry of this formula, charge and spin)?
C26H35O2Sm